[1]
C6H10O | ωB97M-V/def2-TZVPD

Structure (XYZ):
```
17
Properties=species:S:1:pos:R:3:forces:R:3
O -2.08594 -1.33469 -0.43592 -0.010 -0.059 0.136
C 2.43828 -0.12635 -0.43989 0.030 0.007 -0.107
C 0.39776 -0.03021 0.98293 0.325 0.079 0.317
C -0.10810 0.12357 -0.44165 -0.071 0.256 0.299
C 1.08657 -0.75032 -0.11920 0.132 -0.153 0.112
C -2.29471 1.01295 -0.01827 -0.100 0.045 -0.103
C -1.58825 -0.07064 -0.34941 -0.058 0.269 -0.161
H 0.14860 1.01536 -1.01477 -0.025 -0.120 0.404
H 1.04327 -1.83558 -0.14256 -0.182 0.147 -0.086
H 2.35943 0.96497 -0.35326 0.029 -0.182 -0.032
H 3.18105 -0.45139 0.29918 -0.141 0.003 -0.144
H -0.28131 -0.59629 1.62056 0.192 0.170 -0.169
H 2.83594 -0.34440 -1.43505 -0.202 -0.122 0.048
H -1.72910 1.91376 0.20077 -0.268 -0.035 -0.194
H -2.91036 -1.34696 0.07285 0.112 -0.076 -0.331
H 0.87756 0.80692 1.47034 0.182 -0.030 0.031
H -3.37069 1.04930 0.10335 0.055 -0.198 -0.019
```
Forces are in eV/Å.

Computed properties:
Total charge: 0
HOMO-LUMO gap (eV): 9.3
Lowest unoccupied orbital energy (eV): 0.90
Energy above the lowest of the compared OMol25 structures with the same formula, charge and spin (kcal per mole): 37.2
Spin multiplicity: 1
SMILES: C=C(O)[C@H]1C[C@@H]1C
E_HOMO (eV): -8.39

Mulliken population analysis, charges in e, atoms 1 to 4:
1 O -0.472
2 C -1.329
3 C -0.633
4 C -0.054



[2]
C6H10O | ωB97M-V/def2-TZVPD

Structure (XYZ):
```
17
Properties=species:S:1:pos:R:3:forces:R:3
O 1.51303 0.63043 0.60824 -2.247 1.305 -0.154
C 0.74659 2.98345 0.37770 -1.865 -0.754 1.342
C -1.11232 -1.79945 -0.17658 -0.283 -0.461 -1.228
C -0.68335 -3.21938 -0.46914 -0.587 0.750 -0.409
C 0.40639 1.48739 0.27124 4.767 -1.890 0.539
C -0.69482 0.75692 -0.11477 -1.105 -1.218 -1.316
C -0.44246 -0.65006 -0.57511 -0.461 0.369 1.078
H 1.59179 3.35697 -0.17168 0.650 -0.673 -0.459
H 1.27660 -0.35151 0.77082 0.027 2.305 -0.481
H 1.02119 3.12340 1.48737 -0.771 0.200 -1.577
H -1.65430 1.29976 -0.18276 0.298 -0.771 0.220
H -1.60934 -3.78664 -0.73118 0.761 0.424 -0.196
H -2.13152 -1.91281 0.15568 -0.217 1.410 0.926
H -0.30829 -3.77497 0.39422 0.302 0.356 0.055
H -0.12443 3.59319 -0.02001 0.857 -0.729 1.064
H 0.48443 -0.79391 -1.16720 -0.428 0.095 0.688
H 0.02946 -3.15017 -1.28129 0.300 -0.719 -0.092
```
Forces are in eV/Å.

Computed properties:
Total charge: +1
HOMO-LUMO gap (spin up / spin down) (eV): 9.7 / 7.4
Lowest unoccupied orbital energy (spin up / spin down) (eV): -4.44 / -7.57
Energy above the lowest of the compared OMol25 structures with the same formula, charge and spin (kcal per mole): 40.1
Spin multiplicity: 2
E_HOMO (spin up / spin down) (eV): -14.13 / -14.98

Mulliken population analysis, charges in e, atoms 1 to 4:
1 O -0.465
2 C -0.968
3 C 0.451
4 C -1.086



[3]
C6H10O2 | ωB97M-V/def2-TZVPD

Structure (XYZ):
```
18
Properties=species:S:1:pos:R:3:forces:R:3
O 0.97720 0.75549 1.12307 -0.293 -0.521 -0.390
O -1.19965 0.06813 0.41652 0.400 0.517 0.240
C 0.04812 -0.23033 0.68754 2.085 -1.006 -0.401
C 0.53429 -1.31016 1.67973 1.733 0.969 -2.651
C -1.03967 0.30384 -2.00350 -1.765 0.434 0.586
C -1.36860 1.03945 -0.67106 1.234 -0.932 0.422
C 0.36451 0.10081 -2.25004 0.932 2.762 2.135
C 1.46095 -0.14760 2.14331 -1.423 -0.555 0.138
H -1.45004 -0.69868 -1.93358 -0.928 0.076 -0.340
H 2.46700 -0.45706 2.16878 1.558 0.292 -0.669
H 0.99511 0.88085 -1.74471 0.053 -1.076 -1.048
H 1.04503 -2.23649 1.20653 -0.815 1.673 0.817
H 0.67759 -0.86333 -2.45884 1.058 -1.448 -0.464
H -1.52211 0.93091 -2.76931 -0.169 -0.350 -0.153
H -2.40610 1.20566 -0.39417 -0.139 1.131 -1.229
H -0.21001 -1.57772 2.32724 -1.826 -0.950 1.859
H 1.23894 0.34531 3.07243 -0.293 -0.268 0.718
H -0.61255 1.89092 -0.59991 -1.400 -0.750 0.430
```
Forces are in eV/Å.

Computed properties:
Total charge: 0
HOMO-LUMO gap (spin up / spin down) (eV): 8.9 / 7.3
Lowest unoccupied orbital energy (spin up / spin down) (eV): 1.04 / 0.69
Energy above the lowest of the compared OMol25 structures with the same formula, charge and spin (kcal per mole): 130.6
Spin multiplicity: 1
E_HOMO (spin up / spin down) (eV): -7.82 / -6.62

Mulliken population analysis, charges in e, atoms 1 to 4:
1 O -0.399
2 O -0.385
3 C 0.428
4 C -0.548



[4]
C6H10O2 | ωB97M-V/def2-TZVPD

Structure (XYZ):
```
18
Properties=species:S:1:pos:R:3:forces:R:3
O -2.07420 1.33584 -0.04780 -0.198 0.030 -0.075
O -2.47453 -1.27900 -1.05659 0.964 1.085 0.891
C 0.40494 0.25025 1.59507 0.274 -0.385 0.182
C 1.90257 -0.10939 -0.42930 -0.304 0.305 -0.441
C -1.41258 -1.13250 -0.53660 -0.015 -3.098 -1.221
C -0.18448 -1.49081 -0.15893 -0.442 0.013 -0.139
C -0.89836 0.93603 -0.67374 2.326 0.905 0.519
C 0.54550 -0.27356 0.19137 -2.141 1.477 -0.430
H 0.78094 1.26994 1.69195 -0.007 0.002 -0.020
H 0.24074 -2.48573 -0.20268 -0.354 -0.193 0.298
H 2.46458 -1.04194 -0.31507 -0.051 0.012 0.089
H -2.82970 0.91377 -0.48339 0.240 -0.164 0.231
H 1.80297 0.05833 -1.50420 0.073 -0.017 -0.032
H -0.95297 0.80738 -1.76239 -0.145 -0.306 0.202
H -0.62661 0.20282 1.93623 -0.021 0.040 -0.032
H -0.16770 1.72672 -0.49622 -0.161 0.216 -0.147
H 1.00137 -0.39734 2.24962 0.004 0.084 0.101
H 2.47751 0.70920 0.00269 -0.043 -0.006 0.025
```
Forces are in eV/Å.

Computed properties:
Total charge: 0
HOMO-LUMO gap (eV): 8.5
Lowest unoccupied orbital energy (eV): 0.47
Energy above the lowest of the compared OMol25 structures with the same formula, charge and spin (kcal per mole): 92.4
Spin multiplicity: 1
E_HOMO (eV): -8.05

Mulliken population analysis, charges in e, atoms 1 to 4:
1 O -0.519
2 O -0.517
3 C -1.274
4 C -1.486



[5]
C6H10O2 | ωB97M-V/def2-TZVPD

Structure (XYZ):
```
18
Properties=species:S:1:pos:R:3:forces:R:3
O -1.54181 -1.75493 -1.08653 -0.072 -0.378 0.167
O -1.43120 -0.31262 -3.52133 0.174 -0.030 -0.095
C -0.59594 0.82695 1.14202 0.388 0.758 0.066
C 1.32519 0.24916 -0.20326 0.623 -0.446 1.158
C 2.07329 0.11781 0.97740 0.085 0.455 -0.435
C 1.54288 0.54808 2.17909 -0.347 0.407 0.280
C 0.19591 0.90055 2.28099 0.163 -0.630 -0.219
C 0.01976 0.68327 -0.09924 -0.806 -0.397 -0.464
H -1.61646 -1.57551 -0.13917 0.076 0.059 -0.271
H -0.67089 -2.15294 -1.19712 -0.010 0.034 0.122
H -1.62426 -0.95292 -2.81982 -0.176 0.312 0.017
H -1.66703 0.97632 1.18193 0.009 0.293 0.064
H -0.59149 0.85424 -0.97874 0.144 -0.304 -0.095
H -0.20730 1.18488 3.24403 -0.109 -0.062 -0.032
H 3.10789 -0.20787 0.93258 -0.112 -0.016 -0.020
H 1.79672 -0.08588 -1.11222 -0.188 0.358 -0.419
H -2.27616 0.02032 -3.83321 -0.040 -0.093 0.060
H 2.16090 0.68110 3.05261 0.198 -0.322 0.118
```
Forces are in eV/Å.

Computed properties:
Total charge: 0
HOMO-LUMO gap (eV): 10.1
Lowest unoccupied orbital energy (eV): 0.70
Energy above the lowest of the compared OMol25 structures with the same formula, charge and spin (kcal per mole): 4.5
Spin multiplicity: 1
SMILES: c1ccccc1.O.O
E_HOMO (eV): -9.41

Mulliken population analysis, charges in e, atoms 1 to 4:
1 O -0.701
2 O -0.641
3 C -0.316
4 C -0.291



[6]
C6H10O2 | ωB97M-V/def2-TZVPD

Structure (XYZ):
```
18
Properties=species:S:1:pos:R:3:forces:R:3
O -0.05880 -2.11819 -1.06840 -0.600 -0.119 1.117
O -1.26718 -2.36507 0.87849 1.290 -0.888 -2.589
C -0.60927 0.97616 0.48553 -0.904 2.473 1.586
C -0.77898 -2.77726 -0.25248 -0.520 0.875 0.911
C -0.01999 2.43896 0.40014 -4.413 2.468 -0.931
C 1.59202 0.62759 -0.15369 1.077 -1.119 2.463
C 0.59712 0.13874 0.74645 1.770 2.509 -2.777
C 0.65619 2.93511 -0.77897 -4.818 0.495 3.645
H 0.50825 -0.76548 1.33073 -0.084 -0.837 -0.720
H 1.05878 -0.14318 -0.68593 0.288 -3.081 -1.440
H -1.11068 0.70969 -0.49687 0.800 -0.066 1.227
H -1.34948 0.85396 1.29657 0.090 0.439 -0.392
H 0.14233 3.92244 -0.86223 2.373 0.462 0.042
H -0.43052 3.40016 0.94426 0.695 -2.628 -0.200
H -1.02062 -3.84473 -0.62305 0.095 1.047 0.764
H 2.32900 1.16049 -0.71493 0.424 -0.419 0.451
H 0.61044 2.31862 -1.59169 0.912 -1.402 -1.994
H 1.24775 2.21833 0.24050 1.526 -0.210 -1.164
```
Forces are in eV/Å.

Computed properties:
Total charge: 0
HOMO-LUMO gap (eV): 5.2
Lowest unoccupied orbital energy (eV): -2.65
Energy above the lowest of the compared OMol25 structures with the same formula, charge and spin (kcal per mole): 290.1
Spin multiplicity: 1
E_HOMO (eV): -7.85

Mulliken population analysis, charges in e, atoms 1 to 4:
1 O -0.659
2 O -0.686
3 C -0.395
4 C 0.088



Copy entry 3 word for word.
C6H10O2 | ωB97M-V/def2-TZVPD

Structure (XYZ):
```
18
Properties=species:S:1:pos:R:3:forces:R:3
O 0.97720 0.75549 1.12307 -0.293 -0.521 -0.390
O -1.19965 0.06813 0.41652 0.400 0.517 0.240
C 0.04812 -0.23033 0.68754 2.085 -1.006 -0.401
C 0.53429 -1.31016 1.67973 1.733 0.969 -2.651
C -1.03967 0.30384 -2.00350 -1.765 0.434 0.586
C -1.36860 1.03945 -0.67106 1.234 -0.932 0.422
C 0.36451 0.10081 -2.25004 0.932 2.762 2.135
C 1.46095 -0.14760 2.14331 -1.423 -0.555 0.138
H -1.45004 -0.69868 -1.93358 -0.928 0.076 -0.340
H 2.46700 -0.45706 2.16878 1.558 0.292 -0.669
H 0.99511 0.88085 -1.74471 0.053 -1.076 -1.048
H 1.04503 -2.23649 1.20653 -0.815 1.673 0.817
H 0.67759 -0.86333 -2.45884 1.058 -1.448 -0.464
H -1.52211 0.93091 -2.76931 -0.169 -0.350 -0.153
H -2.40610 1.20566 -0.39417 -0.139 1.131 -1.229
H -0.21001 -1.57772 2.32724 -1.826 -0.950 1.859
H 1.23894 0.34531 3.07243 -0.293 -0.268 0.718
H -0.61255 1.89092 -0.59991 -1.400 -0.750 0.430
```
Forces are in eV/Å.

Computed properties:
Total charge: 0
HOMO-LUMO gap (spin up / spin down) (eV): 8.9 / 7.3
Lowest unoccupied orbital energy (spin up / spin down) (eV): 1.04 / 0.69
Energy above the lowest of the compared OMol25 structures with the same formula, charge and spin (kcal per mole): 130.6
Spin multiplicity: 1
E_HOMO (spin up / spin down) (eV): -7.82 / -6.62

Mulliken population analysis, charges in e, atoms 1 to 4:
1 O -0.399
2 O -0.385
3 C 0.428
4 C -0.548



Please write out number 1 again, unchanged.
C6H10O | ωB97M-V/def2-TZVPD

Structure (XYZ):
```
17
Properties=species:S:1:pos:R:3:forces:R:3
O -2.08594 -1.33469 -0.43592 -0.010 -0.059 0.136
C 2.43828 -0.12635 -0.43989 0.030 0.007 -0.107
C 0.39776 -0.03021 0.98293 0.325 0.079 0.317
C -0.10810 0.12357 -0.44165 -0.071 0.256 0.299
C 1.08657 -0.75032 -0.11920 0.132 -0.153 0.112
C -2.29471 1.01295 -0.01827 -0.100 0.045 -0.103
C -1.58825 -0.07064 -0.34941 -0.058 0.269 -0.161
H 0.14860 1.01536 -1.01477 -0.025 -0.120 0.404
H 1.04327 -1.83558 -0.14256 -0.182 0.147 -0.086
H 2.35943 0.96497 -0.35326 0.029 -0.182 -0.032
H 3.18105 -0.45139 0.29918 -0.141 0.003 -0.144
H -0.28131 -0.59629 1.62056 0.192 0.170 -0.169
H 2.83594 -0.34440 -1.43505 -0.202 -0.122 0.048
H -1.72910 1.91376 0.20077 -0.268 -0.035 -0.194
H -2.91036 -1.34696 0.07285 0.112 -0.076 -0.331
H 0.87756 0.80692 1.47034 0.182 -0.030 0.031
H -3.37069 1.04930 0.10335 0.055 -0.198 -0.019
```
Forces are in eV/Å.

Computed properties:
Total charge: 0
HOMO-LUMO gap (eV): 9.3
Lowest unoccupied orbital energy (eV): 0.90
Energy above the lowest of the compared OMol25 structures with the same formula, charge and spin (kcal per mole): 37.2
Spin multiplicity: 1
SMILES: C=C(O)[C@H]1C[C@@H]1C
E_HOMO (eV): -8.39

Mulliken population analysis, charges in e, atoms 1 to 4:
1 O -0.472
2 C -1.329
3 C -0.633
4 C -0.054